# 1
A structure of composition C3H7N4O at a distorted geometry. Source: the Open Molecules 2025 dataset; level of theory: the ωB97M-V functional and the def2-TZVPD basis.

Last column: natural (NBO) charge in e.
Atoms and positions in Å:
O -2.579 1.089 -0.083  -0.323
N -2.746 -1.196 -0.029  -0.377
N -0.017 1.013 -0.150  -0.543
N -2.300 -0.065 -0.174  0.412
N 0.426 -1.136 -0.059  -0.547
C 1.440 1.041 -0.029  -0.262
C 1.768 -0.502 -0.018  -0.240
C -0.409 -0.180 -0.097  0.592
H 2.262 -0.661 1.065  0.238
H -3.726 -1.297 0.060  0.385
H -0.576 1.809 -0.440  0.470
H 2.429 -0.851 -0.828  0.243
H 1.536 1.285 1.094  0.223
H 2.215 1.658 -0.630  0.281
H 0.275 -2.007 0.317  0.448

Values from the calculation:
Total energy, Eh: -412.34932
Charge: +1
Gap between HOMO and LUMO, eV: 10.40
Energy relative to the best compared isomer or geometry (same formula, charge and spin), kcal/mol: 124.1
Maximum force, Eh/bohr: 0.1228



# 2
A cluster of 13 separate species, C37H85Cl4N11O11 in total at a distorted geometry. Source: the Open Molecules 2025 dataset; level of theory: the ωB97M-V functional and the def2-TZVPD basis.

Last column: Mulliken charge in e.
Atoms and positions in Å:
Cl 12.395 -1.917 -3.505  -0.145
Cl 9.691 4.826 -4.961  -0.164
Cl 11.351 2.523 -3.017  -0.082
Cl 15.524 -0.733 -2.835  -0.190
O 4.462 -5.327 1.859  -0.786
O 7.764 1.817 0.087  5.536
O 11.669 -0.587 1.379  -0.739
O 12.441 -5.718 1.857  -0.655
O 17.173 -2.704 1.294  -0.639
O 11.308 6.106 2.411  -0.680
O 8.157 -2.953 -0.827  -0.573
O 9.435 2.030 6.385  -0.773
O 13.277 6.453 -2.069  -0.709
O 5.994 -0.405 3.737  -0.527
O 13.772 3.510 4.878  -0.758
N 4.509 -3.146 2.484  0.035
N 15.448 2.502 3.729  -0.110
N 9.462 -0.088 1.207  3.054
N 5.480 1.760 0.106  2.684
N 7.426 1.118 4.650  0.200
N 9.893 5.669 4.193  -0.024
N 6.459 -1.818 -1.751  0.223
N 13.213 6.383 0.190  0.169
N 11.366 2.105 5.172  0.394
N 12.622 -3.532 1.553  0.155
N 16.157 -0.712 1.228  0.016
C 15.018 -0.987 2.087  -0.287
C 11.299 5.663 -1.085  -0.192
C 11.108 1.278 0.072  1.052
C 11.375 -4.459 3.564  -0.709
C 10.277 5.639 2.904  0.013
C 9.562 3.057 -4.957  -0.757
C 13.613 3.551 2.536  0.280
C 8.939 -1.119 2.108  -0.071
C 13.342 -0.780 -4.532  -0.419
C 5.346 -2.682 -1.274  -0.728
C 6.660 2.310 -0.154  -7.852
C 6.553 -4.227 2.114  -0.569
C 7.285 2.132 3.644  -0.320
C 10.614 2.405 6.247  0.722
C 5.148 0.609 0.960  -1.541
C 6.829 3.715 -0.900  -2.272
C 10.668 6.103 5.287  -1.012
C 10.757 0.077 0.918  -0.289
C 17.974 -1.088 -0.309  -1.040
C 8.800 -1.069 -1.961  -0.022
C 11.278 3.093 7.380  -1.354
C 9.693 2.511 -3.514  0.744
C 9.253 4.983 1.974  -0.092
C 5.053 -4.246 2.132  0.886
C 6.815 -0.064 4.643  0.761
C 14.627 6.801 0.213  -1.081
C 16.182 1.931 4.848  -0.955
C 3.032 -2.964 2.500  -1.030
C 10.922 1.253 4.033  -0.654
C 14.335 3.191 3.857  0.466
C 7.745 -2.017 -1.473  0.232
C 12.196 -4.606 2.223  0.723
C 12.732 6.178 -1.005  0.432
C 13.422 -3.556 0.293  -1.110
C 14.119 0.154 -3.618  -0.015
C 7.292 -0.912 5.804  -1.320
C 17.077 -1.596 0.820  0.709
H 5.749 -3.250 -0.435  0.004
H 4.311 0.035 0.560  0.549
H 10.558 -5.169 3.697  0.328
H 6.043 -0.013 0.932  -0.828
H 8.910 5.568 4.401  0.265
H 12.161 3.647 7.062  0.248
H 4.685 2.232 -0.300  0.649
H 18.934 -1.562 -0.106  0.356
H 9.353 1.476 -3.548  -0.237
H 15.177 6.426 1.076  0.294
H 8.628 2.729 -5.415  0.561
H 16.250 0.236 0.892  0.213
H 14.031 4.452 2.087  0.216
H 8.497 -0.050 -1.718  -0.326
H 4.971 0.877 2.001  0.287
H 6.910 -4.872 1.310  0.353
H 15.232 -1.747 2.838  0.376
H 13.395 -4.479 -0.286  0.405
H 5.208 -2.421 2.557  0.025
H 9.247 -1.083 3.153  0.148
H 8.370 -1.056 5.729  0.282
H 6.947 -1.942 5.888  0.353
H 7.622 3.067 4.091  0.210
H 12.104 1.136 -0.346  0.594
H 15.770 2.383 2.779  0.233
H 12.577 -0.209 -5.058  0.209
H 18.204 -0.039 -0.121  0.377
H 14.523 0.953 -4.239  0.373
H 5.025 -3.368 -2.057  0.372
H 12.557 3.725 2.744  -0.609
H 7.107 -0.419 6.758  0.372
H 12.208 2.643 5.027  0.209
H 11.201 2.201 0.644  -0.675
H 12.145 -2.644 1.617  0.124
H 16.912 2.664 5.193  0.328
H 7.740 4.151 -0.491  -0.451
H 14.650 -0.073 2.554  -0.109
H 6.956 -4.828 2.929  0.398
H 10.483 3.759 7.719  0.384
H 4.472 -2.080 -1.024  0.280
H 9.763 4.022 1.906  -0.482
H 10.375 7.148 5.389  0.459
H 9.052 5.527 1.051  0.121
H 13.516 0.596 -2.826  -0.226
H 11.835 0.830 3.614  0.220
H 11.732 6.147 5.055  0.256
H 13.618 2.687 1.872  0.181
H 11.561 2.375 8.150  0.302
H 14.497 -3.412 0.399  0.239
H 10.370 1.433 -0.716  -0.588
H 7.871 -0.972 2.268  -1.052
H 12.608 6.345 0.998  0.290
H 6.976 -3.222 2.120  -0.289
H 15.569 1.851 5.745  0.295
H 8.296 4.977 2.496  0.470
H 16.546 0.968 4.489  0.351
H 9.093 -2.131 1.733  0.495
H 2.814 -2.219 1.735  0.288
H 9.741 -1.271 -1.450  -0.311
H 2.525 -3.874 2.179  0.393
H 14.798 7.877 0.173  0.344
H 2.730 -2.626 3.491  0.309
H 12.990 -2.770 -0.328  0.386
H 9.184 3.137 -2.781  -0.324
H 13.978 -1.260 -5.276  0.386
H 10.517 5.591 6.237  0.253
H 11.182 4.659 -0.678  -0.203
H 14.264 -1.475 1.470  -0.014
H 6.249 -1.072 -2.398  0.367
H 6.947 3.555 -1.972  0.283
H 6.232 2.145 3.364  0.352
H 10.381 2.684 -5.571  0.285
H 5.974 4.377 -0.766  0.606
H 10.390 1.756 3.225  0.070
H 8.836 0.450 0.624  -0.771
H 10.314 0.397 4.325  0.001
H 8.174 1.196 5.325  0.193
H 7.873 1.975 2.740  -0.221
H 10.906 -3.476 3.603  -0.041
H 10.902 5.685 -2.100  0.246
H 11.998 -4.592 4.448  0.282
H 10.622 6.345 -0.571  0.315
H 8.866 -1.185 -3.043  0.695
H 17.562 -1.233 -1.308  0.043
H 15.197 6.359 -0.604  0.369

Values from the calculation:
Total energy, Eh: -4731.66856
Charge: -1
Gap between HOMO and LUMO (alpha / beta), eV: 1.58 / 8.65
⟨S²⟩: 0.75
2S+1: 2
Maximum force, Eh/bohr: 0.1116



# 3
A cluster of 2 separate species, C4H12S4 in total at a distorted geometry. Source: the Open Molecules 2025 dataset; level of theory: the ωB97M-V functional and the def2-TZVPD basis.

Last column: natural (NBO) charge in e.
Atoms and positions in Å:
S -1.535 -0.533 2.314  0.121
S -0.076 0.542 -3.562  0.111
S -2.684 -0.250 0.657  -0.126
S -0.226 -1.509 -3.050  -0.152
C 1.043 -1.159 2.662  -0.625
C -0.410 1.252 -0.918  -0.637
C 0.643 1.222 -2.046  -0.547
C 0.106 -0.555 1.709  -0.570
H -2.731 1.098 0.607  0.120
H -1.269 1.910 -1.129  0.209
H 1.021 2.232 -2.298  0.227
H 1.501 0.623 -1.686  0.219
H 1.836 -1.578 2.020  0.223
H 0.008 -1.201 0.816  0.218
H 0.374 0.462 1.361  0.215
H -0.781 0.224 -0.771  0.235
H 1.502 -0.452 3.373  0.217
H 1.027 -1.937 -3.310  0.126
H 0.581 -1.982 3.234  0.221
H 0.071 1.590 0.015  0.197

Values from the calculation:
Total energy, Eh: -1752.32405
Gap between HOMO and LUMO, eV: 9.31
Energy relative to the best compared isomer or geometry (same formula, charge and spin), kcal/mol: 14.4
Maximum force, Eh/bohr: 0.0493